Record 1
C14H21IN4OP | ωB97M-V/def2-TZVPD

Calculated values
SMILES: CCOCc1cn([PH2]=N)c(CCCI)[n+]1-c1ccccn1
highest occupied orbital energy: -11.9 eV
energy relative to the best compared isomer or geometry (same formula, charge and spin): 14.097 eV
Kohn-Sham gap: 7.89 eV
total energy: -40235.198 eV

Structure (ORCA input):
```
! wB97M-V def2-TZVPD RIJCOSX def2/J DEFGRID3
* xyz 1 1
C -5.04 -1.50 1.17
C -4.26 -0.62 2.35
O -3.22 0.16 1.66
C -1.88 -0.42 1.85
C -0.94 -0.39 0.49
C -1.22 -1.41 -0.75
N -0.16 -1.12 -1.79
P -0.04 -2.02 -3.32
N -1.02 -3.33 -3.24
C 0.70 0.01 -1.22
C 1.99 0.55 -2.11
C 3.35 -0.05 -1.39
C 4.08 -1.27 -2.20
I 5.12 -2.49 -0.65
N 0.24 0.50 0.16
C 0.84 1.64 1.02
C -0.18 2.80 1.42
C 0.34 4.09 2.27
C 1.94 3.94 2.57
C 2.72 2.64 2.08
N 2.29 1.44 1.31
H -4.25 -1.76 0.34
H -5.45 -2.52 1.57
H -5.92 -0.84 0.73
H -3.88 -1.30 3.22
H -5.08 0.10 2.83
H -1.36 0.04 2.80
H -2.03 -1.58 2.11
H -2.11 -2.18 -0.73
H -0.53 -1.18 -4.41
H 1.32 -2.48 -3.60
H -0.46 -4.20 -3.39
H 1.90 0.26 -3.26
H 2.02 1.72 -1.96
H 3.02 -0.49 -0.34
H 4.10 0.84 -1.15
H 4.95 -0.83 -2.86
H 3.32 -1.93 -2.81
H -1.31 2.74 1.10
H -0.28 5.01 2.62
H 2.50 4.80 3.16
H 3.88 2.60 2.38
*
```


Record 2
C14H21N7 | ωB97M-V/def2-TZVPD

Calculated values
SMILES: CC#N.CC#N.CC#N.CC#N.CC#N.CC#N.CC#N
highest occupied orbital energy: -11.7 eV
energy relative to the best compared isomer or geometry (same formula, charge and spin): 0.127 eV
Kohn-Sham gap: 11.82 eV
total energy: -25287.149 eV

Structure (ORCA input):
```
! wB97M-V def2-TZVPD RIJCOSX def2/J DEFGRID3
* xyz 0 1
C -19.97 1.71 -13.50
C -20.99 1.53 -14.53
N -21.80 1.40 -15.34
H -19.67 2.75 -13.47
H -19.12 1.05 -13.68
H -20.41 1.44 -12.54
C -16.28 -2.39 -12.84
C -16.73 -1.01 -12.91
N -17.06 0.08 -12.97
H -16.98 -3.01 -12.28
H -15.28 -2.44 -12.41
H -16.24 -2.81 -13.85
C -11.80 -2.63 -15.34
C -11.06 -2.90 -16.57
N -10.49 -3.11 -17.54
H -11.27 -3.16 -14.54
H -12.81 -3.02 -15.41
H -11.79 -1.57 -15.13
C -12.14 0.17 -18.65
C -11.63 1.48 -19.02
N -11.24 2.51 -19.32
H -12.07 0.00 -17.58
H -11.56 -0.60 -19.17
H -13.18 0.09 -18.96
C -15.86 1.62 -15.92
C -14.85 0.59 -15.72
N -14.01 -0.18 -15.62
H -15.40 2.60 -15.81
H -16.70 1.43 -15.26
H -16.24 1.50 -16.94
C -18.16 3.69 -18.07
C -19.44 3.70 -18.77
N -20.43 3.72 -19.33
H -17.59 2.83 -18.44
H -18.30 3.46 -17.01
H -17.59 4.61 -18.20
C -14.07 6.19 -19.25
C -14.34 5.52 -17.99
N -14.54 4.98 -16.99
H -13.44 7.07 -19.10
H -15.01 6.51 -19.70
H -13.52 5.52 -19.91
*
```


Record 3
C14H22B11Br6ClNO3SY | ωB97M-V/def2-TZVPD

Calculated values
highest occupied orbital energy (alpha / beta): -7.6 / -8.1 eV
energy relative to the best compared isomer or geometry (same formula, charge and spin): 0.000 eV
Kohn-Sham gap (alpha / beta): 6.97 / 7.25 eV
total energy: -474599.139 eV

Structure (ORCA input):
```
! wB97M-V def2-TZVPD RIJCOSX def2/J DEFGRID3
* xyz 0 1
Y 1.04 0.52 -0.26
Br -0.95 1.88 -2.05
B -2.63 1.25 -1.21
B -4.20 1.73 -1.82
C -5.19 0.42 -1.43
B -3.64 0.05 -2.01
B -4.42 -0.92 -0.74
B -5.45 0.15 0.23
B -5.32 1.79 -0.44
B -3.65 2.35 -0.25
Br -3.16 4.21 0.01
B -4.43 1.36 1.03
Br -4.86 2.10 2.77
B -3.87 -0.34 0.84
Br -3.64 -1.53 2.36
B -2.76 -0.38 -0.54
Br -1.21 -1.59 -0.60
B -2.76 1.02 0.54
Br -1.22 1.36 1.70
H -4.40 2.39 -2.78
H -6.02 0.21 -2.10
H -3.46 -0.40 -3.08
H -4.76 -2.03 -0.98
H -6.49 -0.23 0.62
H -6.27 2.49 -0.49
Cl 4.01 1.99 -0.77
C 4.77 0.53 -0.03
H 5.06 0.66 1.00
H 5.01 -0.32 -0.65
C 3.34 3.61 -1.33
C 2.53 2.24 0.28
C 2.87 0.97 -1.79
C 2.86 2.85 2.86
C 2.21 2.65 1.52
H 4.90 2.74 0.00
H 3.70 4.46 -0.76
H 2.79 3.72 -2.25
H 4.99 1.98 -1.74
H 3.43 0.72 -2.70
H 2.14 1.73 -2.13
H 3.94 2.90 2.81
H 2.58 2.02 3.51
H 2.48 3.76 3.32
H 1.17 2.99 1.47
O 4.00 -2.41 -1.53
S 2.66 -2.27 -1.04
O 1.62 -1.93 -1.98
N 2.55 -1.22 0.20
C 1.83 -1.74 1.23
O 1.26 -0.98 2.01
C 1.69 -3.22 1.14
C 1.14 -4.10 2.06
C 1.08 -5.44 1.72
C 1.54 -5.89 0.49
C 2.07 -5.01 -0.45
C 2.14 -3.68 -0.09
H 0.77 -3.73 3.01
H 0.66 -6.15 2.42
H 1.48 -6.94 0.25
H 2.42 -5.35 -1.41
*
```


Record 4
C14H22B3NO12S2 | ωB97M-V/def2-TZVPD

Calculated values
SMILES: CB1OBOB(CCC(=O)Nc2ccccc2)O1.O=S1(=O)OCCO1.O=S1(=O)OCCO1
highest occupied orbital energy: -8.0 eV
Kohn-Sham gap: 8.39 eV
total energy: -64627.626 eV

Structure (ORCA input):
```
! wB97M-V def2-TZVPD RIJCOSX def2/J DEFGRID3
* xyz 0 1
C 8.14 -1.53 -0.23
B 7.33 -0.27 0.44
O 8.12 0.83 1.11
B 7.95 1.96 0.14
O 6.67 2.26 -0.53
B 5.67 1.19 -0.34
C 4.16 1.37 -1.04
C 2.96 1.30 0.11
C 1.51 1.67 -0.65
O 1.53 1.46 -2.00
N 0.30 2.23 0.09
C -0.85 1.21 0.03
C -1.56 0.76 -1.41
C -2.77 -0.35 -1.49
C -3.35 -1.09 -0.14
C -2.69 -0.64 1.30
C -1.48 0.47 1.38
O 5.86 -0.06 0.42
H 7.68 -2.59 -0.03
H 9.27 -1.46 0.14
H 8.19 -1.31 -1.40
H 8.97 2.56 -0.09
H 3.98 0.53 -1.87
H 4.20 2.42 -1.59
H 2.97 0.23 0.57
H 3.16 2.17 0.87
H 0.00 3.15 -0.30
H -1.10 1.29 -2.37
H -3.20 -0.60 -2.57
H -4.20 -1.89 -0.29
H -3.10 -1.13 2.28
H -1.05 0.73 2.45
O -4.32 3.79 -0.99
S -3.44 3.96 0.15
O -2.00 3.81 0.06
O -3.99 3.03 1.37
C -4.28 3.84 2.50
C -4.64 5.21 1.93
O -3.76 5.41 0.83
H -3.37 3.90 3.12
H -5.09 3.41 3.09
H -4.52 6.01 2.67
H -5.67 5.22 1.55
O -3.88 -4.69 1.37
S -4.10 -4.70 -0.06
O -4.87 -3.69 -0.75
O -4.69 -6.17 -0.47
C -3.82 -6.78 -1.42
C -2.43 -6.21 -1.13
O -2.65 -4.84 -0.80
H -4.16 -6.50 -2.42
H -3.84 -7.87 -1.32
H -1.76 -6.30 -1.99
H -1.98 -6.70 -0.26
*
```


Record 5
C14H22BrGeN5O2SW | ωB97M-V/def2-TZVPD

Calculated values
highest occupied orbital energy: -14.5 eV
Kohn-Sham gap: 6.32 eV
total energy: -165622.086 eV

Structure (ORCA input):
```
! wB97M-V def2-TZVPD RIJCOSX def2/J DEFGRID3
* xyz 2 1
W -0.27 -0.03 -0.53
C 2.04 -4.02 2.88
C 1.01 -3.63 1.86
C 0.13 -4.56 1.31
C -0.80 -4.18 0.35
C -0.81 -2.85 0.00
Br -1.93 -2.17 -1.39
N -0.02 -1.92 0.53
C 0.90 -2.32 1.43
H 2.40 -5.03 2.71
H 1.61 -3.98 3.88
H 2.89 -3.34 2.86
H 0.18 -5.60 1.61
H -1.47 -4.89 -0.11
H 1.56 -1.55 1.80
O 0.81 -1.01 -1.91
N 1.63 -0.12 -1.40
O 0.96 1.10 -1.55
C -1.65 3.52 -2.73
Ge -1.99 1.62 -2.65
C -0.90 0.57 -3.88
C -3.82 0.96 -2.59
C -1.70 1.67 -0.22
H -1.64 3.82 -3.78
H -0.68 3.76 -2.29
H -2.44 4.08 -2.22
H -1.38 0.81 -4.83
H -0.95 -0.51 -3.75
H 0.13 0.91 -3.90
H -4.50 1.77 -2.86
H -4.11 0.60 -1.60
H -3.95 0.15 -3.30
H -2.64 2.08 -0.60
H -1.11 2.50 0.18
N 3.77 2.99 1.79
C 2.69 2.23 2.02
C 1.93 1.69 0.95
N 0.86 0.93 1.18
C 0.52 0.71 2.46
C 1.27 1.25 3.49
N 2.34 2.00 3.29
H 4.08 3.22 0.86
H 4.26 3.38 2.58
H 2.22 1.89 -0.06
H -0.35 0.11 2.68
H 0.98 1.06 4.52
S -2.08 0.34 0.89
*
```